Record 1
{
  "formula": "C29H9BF15GeN4O2PtS2",
  "method": "the ωB97M-V functional and the def2-TZVPD basis",
  "species": ["Pt", "N", "C", "C", "N", "C", "C", "N", "H", "H", "H", "H", "H", "S", "C", "N", "F", "C", "C", "C", "F", "C", "F", "C", "F", "C", "F", "Ge", "S", "C", "C", "F", "C", "F", "C", "F", "C", "F", "C", "F", "C", "C", "F", "C", "F", "C", "F", "C", "F", "C", "F", "O", "B", "O", "C", "C", "C", "C", "C", "C", "H", "H", "H", "H"],
  "xyz": [[3.03023, -0.67993, -0.66504], [2.45063, -3.42693, 4.27386], [2.63453, -2.25973, 3.61006], [2.69663, -2.20103, 2.20026], [3.07083, -1.08793, 1.59396], [3.33993, -0.01023, 2.33876], [3.16053, -0.05323, 3.70766], [2.82353, -1.16443, 4.35006], [2.12863, -4.23893, 3.77866], [2.32243, -3.37043, 5.26966], [2.45903, -3.05283, 1.57606], [3.67773, 0.87507, 1.81896], [3.29853, 0.83277, 4.31066], [7.63313, -0.93013, -0.59424], [6.08243, -1.15343, -0.83954], [4.94563, -1.38073, -1.05964], [-1.09187, -1.11973, -3.63974], [-1.82737, -0.02223, -3.43664], [-2.25137, 0.23737, -2.14504], [-3.06327, 1.34017, -1.96564], [-3.54567, 1.61487, -0.74294], [-3.42887, 2.17017, -3.02064], [-4.22997, 3.22687, -2.81534], [-2.96287, 1.89627, -4.30104], [-3.30177, 2.69077, -5.32334], [-2.15967, 0.78117, -4.51744], [-1.73007, 0.49577, -5.75234], [-1.48747, -0.98573, -0.71514], [0.57623, -1.51033, -0.82174], [-2.26157, -0.26603, 1.01846], [-3.15957, -0.90813, 1.85086], [-3.71087, -2.06893, 1.46346], [-3.53827, -0.38073, 3.07966], [-4.41297, -1.03003, 3.86386], [-3.00447, 0.83327, 3.49746], [-3.35597, 1.34817, 4.68306], [-2.11297, 1.51487, 2.67236], [-1.61477, 2.69477, 3.06476], [-1.76317, 0.94907, 1.45616], [-0.92587, 1.59647, 0.63196], [-2.42797, -2.74243, -0.95384], [-3.27677, -3.09353, -1.98844], [-3.72537, -2.13073, -2.81394], [-3.71437, -4.39603, -2.18234], [-4.56377, -4.69443, -3.17794], [-3.27887, -5.39963, -1.32274], [-3.69937, -6.66173, -1.48964], [-2.42067, -5.07993, -0.27204], [-2.00587, -6.03863, 0.57086], [-2.02157, -3.76653, -0.11094], [-1.22797, -3.44633, 0.92446], [2.67843, 2.08487, 0.16736], [2.73113, 1.31687, -1.00744], [2.82113, 2.18517, -2.09754], [2.84133, 3.44497, -1.60034], [2.93903, 4.66177, -2.24534], [2.93653, 5.79817, -1.44544], [2.86613, 5.72197, -0.06124], [2.77873, 4.50277, 0.59406], [2.75383, 3.37807, -0.20134], [3.02343, 4.73597, -3.31864], [2.98863, 6.76907, -1.91744], [2.88173, 6.62837, 0.52516], [2.73243, 4.42597, 1.66956]],
  "nbo_charge": [0.55, -0.79, 0.34, -0.03, -0.45, -0.06, 0.02, -0.45, 0.39, 0.40, 0.20, 0.23, 0.19, -0.22, 0.16, -0.70, -0.30, 0.41, -0.53, 0.40, -0.32, 0.24, -0.30, 0.29, -0.29, 0.24, -0.29, 1.37, -0.76, -0.53, 0.40, -0.32, 0.24, -0.30, 0.29, -0.29, 0.24, -0.29, 0.41, -0.31, -0.51, 0.35, -0.31, 0.25, -0.29, 0.29, -0.29, 0.24, -0.29, 0.41, -0.31, -0.69, 0.92, -0.68, 0.29, -0.27, -0.23, -0.22, -0.26, 0.23, 0.22, 0.21, 0.21, 0.22],
  "lumo_ha": [0.0686, 0.0686],
  "total_charge": -1,
  "de_lowest_kcal_mol": 63.2
}

Record 2
{
  "formula": "CH7N2",
  "method": "the ωB97M-V functional and the def2-TZVPD basis",
  "species": ["C", "N", "H", "H", "H", "H", "N", "H", "H", "H"],
  "xyz": [[0.06339, -0.17653, -1.88009], [-0.57719, -0.21215, -0.79041], [-0.47231, -0.35584, -2.80350], [1.11993, 0.05606, -1.88078], [-0.12275, -0.03495, 0.23342], [-1.54480, -0.51091, -0.78365], [0.36800, 0.24933, 1.67976], [1.31564, 0.45165, 1.97128], [0.03636, -0.51378, 2.26537], [-0.18627, 1.04713, 1.98861]],
  "nbo_charge": [0.13, -0.59, 0.22, 0.22, 0.44, 0.42, -1.05, 0.41, 0.40, 0.40],
  "lumo_ha": -0.1732,
  "total_charge": 1,
  "de_lowest_kcal_mol": 0.9
}

Record 3
{
  "formula": "C3H3N3S",
  "method": "the ωB97M-V functional and the def2-TZVPD basis",
  "species": ["S", "C", "C", "C", "N", "N", "N", "H", "H", "H"],
  "xyz": [[2.98185, -0.37508, -0.01055], [1.36906, -0.34440, -0.06300], [0.57618, 0.92894, -0.01567], [-0.75985, 0.77268, 0.00520], [-1.33753, -0.50141, -0.06884], [-0.59604, -1.65443, 0.00107], [0.67118, -1.57374, -0.00566], [1.01852, 1.87556, 0.05186], [-1.56099, 1.52434, -0.04445], [-2.36238, -0.65246, 0.15004]],
  "nbo_charge": [0.00, -0.05, -0.28, 0.02, -0.41, 0.06, -0.22, 0.24, 0.22, 0.42],
  "lumo_ha": -0.0204,
  "total_charge": 0,
  "de_lowest_kcal_mol": 58.5
}

Record 4
{
  "formula": "C28H28ClN5O2RuS4",
  "method": "the ωB97M-V functional and the def2-TZVPD basis",
  "species": ["Ru", "C", "S", "C", "S", "N", "N", "C", "C", "C", "C", "C", "C", "N", "H", "H", "H", "H", "H", "H", "H", "H", "S", "C", "N", "C", "C", "N", "C", "C", "C", "C", "C", "C", "C", "C", "S", "C", "C", "C", "C", "C", "C", "C", "H", "H", "H", "H", "H", "H", "H", "H", "H", "H", "H", "H", "H", "H", "H", "H", "H", "H", "Cl", "C", "C", "O", "O", "H", "H"],
  "xyz": [[1.58315, 1.36563, 0.90586], [2.46286, -1.03604, 5.56273], [3.88367, -0.20438, 4.84002], [3.19695, 0.57354, 3.43338], [1.52601, 0.40136, 3.02390], [4.02905, 1.31119, 2.76780], [3.36086, 1.95542, 1.73825], [3.87590, 3.05114, 1.31681], [2.99170, 3.87749, 0.50584], [3.35694, 5.09360, -0.04452], [2.40107, 5.82952, -0.72029], [1.11319, 5.32580, -0.83539], [0.81807, 4.10195, -0.27007], [1.73169, 3.39429, 0.40345], [2.85485, -1.56182, 6.43194], [2.03479, -1.76287, 4.87595], [1.70701, -0.32515, 5.88806], [4.84862, 3.37929, 1.65947], [4.37566, 5.44191, 0.05387], [2.65823, 6.78415, -1.15883], [0.34023, 5.87005, -1.35835], [-0.16023, 3.65371, -0.36133], [-0.81638, 1.16592, 0.89448], [-1.06278, -0.47477, 1.07278], [-2.12926, -1.03047, 1.60177], [-2.30227, -2.49038, 1.57517], [-1.80659, -3.00291, 0.25167], [-0.39607, -2.62921, 0.12523], [0.52441, -3.51225, -0.61429], [0.82690, -3.00674, -2.00732], [2.14372, -2.83219, -2.41109], [2.43020, -2.37746, -3.69112], [1.39789, -2.08353, -4.56947], [0.07852, -2.25519, -4.17078], [-0.20443, -2.72072, -2.89638], [0.00799, -1.42043, 0.50037], [1.54664, -0.87666, 0.29041], [-3.27865, -0.25383, 2.11304], [-4.43975, -0.32835, 1.15397], [-4.34765, 0.24164, -0.11489], [-5.40801, 0.14019, -1.00084], [-6.56899, -0.52770, -0.62797], [-6.66720, -1.09383, 0.63287], [-5.60184, -0.99599, 1.52001], [-3.36021, -2.70514, 1.70431], [-1.74319, -2.93099, 2.40352], [-2.39316, -2.57123, -0.56435], [-1.88106, -4.08649, 0.19798], [0.05788, -4.49600, -0.63611], [1.44819, -3.59289, -0.03781], [2.94993, -3.04472, -1.71810], [3.46017, -2.25208, -3.99962], [1.61934, -1.72840, -5.56741], [-0.72926, -2.03567, -4.85641], [-1.23828, -2.86495, -2.60174], [-2.93772, 0.76465, 2.28188], [-3.55205, -0.69064, 3.07387], [-3.44938, 0.77292, -0.40865], [-5.33351, 0.59003, -1.98234], [-7.39812, -0.59867, -1.31952], [-7.57047, -1.61036, 0.92948], [-5.68346, -1.43265, 2.50975], [3.83215, 2.95548, -3.21511], [2.91477, 1.41932, -3.12388], [2.25075, 1.33195, -1.77164], [3.00067, 1.14637, -0.75286], [1.03005, 1.46508, -1.65427], [3.62147, 0.60711, -3.26827], [2.16783, 1.43304, -3.90884]],
  "nbo_charge": [0.51, -0.76, 0.36, -0.09, 0.03, -0.35, -0.18, 0.08, 0.16, -0.20, -0.13, -0.24, 0.10, -0.44, 0.25, 0.23, 0.23, 0.23, 0.24, 0.24, 0.24, 0.22, 0.09, 0.12, -0.34, -0.23, -0.22, -0.36, -0.23, -0.08, -0.19, -0.21, -0.20, -0.21, -0.15, 0.05, 0.30, -0.26, 0.02, -0.24, -0.19, -0.19, -0.20, -0.23, 0.25, 0.23, 0.22, 0.24, 0.23, 0.24, 0.22, 0.22, 0.22, 0.22, 0.19, 0.25, 0.22, 0.22, 0.23, 0.23, 0.23, 0.21, -0.05, -0.46, 0.76, -0.69, -0.68, 0.24, 0.24],
  "lumo_ha": [-0.1373, -0.1472],
  "total_charge": 1,
  "de_lowest_kcal_mol": 13.1,
  "spin_multiplicity": 2
}

Record 5
{
  "formula": "C2H2BrO3S",
  "method": "the ωB97M-V functional and the def2-TZVPD basis",
  "species": ["O", "S", "O", "O", "C", "C", "Br", "H", "H"],
  "xyz": [[1.52031, 0.57212, -1.33325], [1.41784, 0.00914, 0.02693], [1.49250, -1.44291, 0.12418], [2.05177, 0.76855, 1.13390], [-0.36340, 0.45048, 0.37917], [-1.24306, -0.24245, -0.36720], [-3.13494, -0.22450, 0.04145], [-0.75384, 0.91106, 1.36187], [-0.98718, -0.80148, -1.36704]],
  "nbo_charge": [-1.01, 2.37, -0.99, -1.01, -0.50, -0.28, -0.06, 0.22, 0.25],
  "lumo_ha": 0.1116,
  "total_charge": -1,
  "de_lowest_kcal_mol": 21.1
}

Record 6
{
  "formula": "C4H5FOS2",
  "method": "the ωB97M-V functional and the def2-TZVPD basis",
  "species": ["C", "C", "C", "C", "H", "H", "H", "H", "H", "O", "F", "S", "S"],
  "xyz": [[-0.02394, -0.20969, 0.08713], [0.15249, 1.43023, 0.58823], [1.29784, -0.55444, -0.73940], [-1.14567, -0.54409, -0.80603], [-0.77858, -1.67321, 1.25785], [0.67766, 1.35583, 1.91416], [-0.88065, 1.66105, 0.84452], [1.23951, -0.06816, -1.85604], [-1.05386, -0.07725, -1.93094], [0.20026, -0.85279, 1.30622], [0.64006, 2.35050, -0.39880], [2.47728, -1.67116, -0.13582], [-2.80239, -1.14682, -0.13108]],
  "nbo_charge": [-0.04, 0.07, -0.25, -0.15, 0.49, 0.23, 0.18, 0.21, 0.25, -0.69, -0.36, 0.10, -0.04],
  "lumo_ha": -0.0827,
  "total_charge": 0,
  "de_lowest_kcal_mol": 149.6
}

Record 7
{
  "formula": "C4H13NOS",
  "method": "the ωB97M-V functional and the def2-TZVPD basis",
  "species": ["C", "N", "C", "C", "C", "S", "H", "H", "H", "H", "H", "H", "H", "H", "H", "H", "H", "O", "H", "H"],
  "xyz": [[1.19686, 1.80253, 1.67448], [0.59007, 0.77370, 0.84451], [0.14062, 1.25239, -0.46800], [-0.32970, 0.16579, -1.40689], [-0.88377, -1.12758, -0.69779], [-2.24490, -0.74837, 0.41196], [1.69634, 2.61290, 1.13462], [0.42529, 2.22716, 2.32324], [1.91791, 1.33474, 2.34063], [1.21173, -0.01420, 0.74604], [-0.64921, 1.97353, -0.25406], [0.96884, 1.79382, -0.95730], [-1.19359, 0.38320, -2.03077], [0.44094, -0.18622, -2.09709], [-1.32757, -1.72876, -1.48934], [-0.10446, -1.70380, -0.20766], [-1.50886, -0.05966, 1.30903], [2.81468, -1.38286, -0.82832], [2.67937, -0.45342, -0.69749], [3.65644, -1.52166, -0.35048]],
  "nbo_charge": [-0.41, -0.64, -0.23, -0.43, -0.52, -0.07, 0.17, 0.19, 0.20, 0.35, 0.20, 0.17, 0.22, 0.21, 0.22, 0.22, 0.15, -0.93, 0.46, 0.47],
  "lumo_ha": 0.0184,
  "total_charge": 0,
  "de_lowest_kcal_mol": 21.4
}

Record 8
{
  "formula": "C2H7S2",
  "method": "the ωB97M-V functional and the def2-TZVPD basis",
  "species": ["S", "H", "C", "S", "C", "H", "H", "H", "H", "H", "H"],
  "xyz": [[2.47198, -2.18427, 2.40171], [1.98577, -1.44228, 3.40115], [0.15256, -0.91076, -0.81060], [-1.29822, -0.05474, -1.32659], [-1.23519, 1.63059, -0.54912], [0.90522, -0.22063, -1.06694], [0.43724, -1.86223, -1.34601], [0.24519, -1.14873, 0.24175], [-1.63348, 2.45210, -1.20801], [-1.78659, 1.67049, 0.55011], [-0.24448, 2.07046, -0.28746]],
  "nbo_charge": [-1.07, 0.08, -0.78, 0.16, -0.77, 0.21, 0.24, 0.27, 0.22, 0.21, 0.23],
  "lumo_ha": 0.1129,
  "total_charge": -1,
  "de_lowest_kcal_mol": 27.0
}